16
Properties=species:S:1:pos:R:3 method="wB97M-V/def2-TZVPD" relative_energy_kcal_mol=45.8 mol_weight_da=112.1 gap_ev=9.3 energy_ev=-10340.73850 smiles="C=C/N=C(/N)C(C)=O" fmax_ev_per_a=3.95
C 1.54 1.83 0.40
C 0.83 1.25 -0.57
N -0.64 1.26 -0.55
C -1.08 0.05 -0.43
N -2.39 -0.32 -0.56
C 0.03 -1.01 -0.35
C 0.43 -1.37 1.06
O 0.22 -1.74 -1.32
H 1.12 2.01 1.38
H 2.58 2.11 0.24
H 1.26 1.10 -1.56
H -2.97 0.43 -0.93
H -2.53 -1.21 -1.02
H 0.16 -0.59 1.77
H -0.07 -2.30 1.35
H 1.52 -1.51 1.09